The following is a quantum chemistry calculation of 2 unconnected molecules or ions with the total composition C4H9N2, from the OMol25 dataset.

**E_LUMO (spin up / spin down)**: -4.4 / -4.4 eV
**Orbital gap (spin up / spin down)**: 7.4 / 7.4 eV
**E**: -7263.1901 eV
**Energy above the lowest of the compared OMol25 structures with the same formula, charge and spin**: 114.2 kcal/mol
**HOMO (spin up / spin down)**: -0.4360 / -0.4361 Eh
**Total charge**: +1

Each line ends with the Mulliken charge.
Geometry (Å):
1 C 2.24 -0.14 -1.04  -0.014
2 C 2.49 0.41 0.29  -0.503
3 C 0.36 -1.13 0.31  -0.754
4 C -1.48 0.41 0.01  -0.337
5 N 1.44 -0.51 -0.12  0.055
6 N -2.54 -0.28 -0.37  -0.240
7 H 2.51 -0.31 -2.06  0.384
8 H 3.29 0.01 0.92  0.255
9 H 2.21 1.43 0.53  0.234
10 H -0.05 -1.91 -0.32  0.363
11 H 0.23 -1.22 1.37  0.350
12 H -1.41 0.72 1.04  0.363
13 H -0.92 0.95 -0.73  0.324
14 H -2.71 -0.47 -1.35  0.261
15 H -3.17 -0.69 0.30  0.260

=====

The following is a quantum chemistry calculation of a gas-phase ion, C4H9N2 (charge +1), from the OMol25 dataset.

**E_LUMO**: -4.5 eV
**SMILES**: CC1(C)NC1=[NH2+]
**Orbital gap**: 11.0 eV
**E**: -7264.8279 eV
**Energy above the lowest of the compared OMol25 structures with the same formula, charge and spin**: 76.4 kcal/mol
**HOMO**: -0.5709 Eh
**Total charge**: +1

Each line ends with the Mulliken charge.
Geometry (Å):
1 C 0.89 -1.37 0.30  -1.718
2 C 0.17 -0.19 -0.26  1.739
3 C 0.88 1.12 0.19  -1.172
4 N -0.57 -0.21 -1.56  -0.583
5 C -1.23 -0.02 -0.20  -0.241
6 N -2.40 0.20 0.24  -0.253
7 H 0.44 -2.24 0.16  0.503
8 H 0.96 -1.26 1.41  0.398
9 H 1.88 -1.58 -0.02  0.382
10 H 0.13 1.85 0.52  0.365
11 H 1.27 1.61 -0.77  0.323
12 H 1.73 0.84 0.78  0.378
13 H -0.64 0.64 -2.10  0.303
14 H -2.53 0.43 1.24  0.297
15 H -3.28 0.19 -0.22  0.279

=====

The following is a quantum chemistry calculation of 2 unconnected molecules or ions with the total composition C4H9N2, from the OMol25 dataset.

**E_LUMO (spin up / spin down)**: -6.4 / -6.4 eV
**Orbital gap (spin up / spin down)**: 8.6 / 8.6 eV
**E**: -7262.7510 eV
**Energy above the lowest of the compared OMol25 structures with the same formula, charge and spin**: 124.3 kcal/mol
**HOMO (spin up / spin down)**: -0.5494 / -0.5502 Eh
**Total charge**: +1

Each line ends with the Mulliken charge.
Geometry (Å):
1 C 2.33 -0.91 -0.37  -0.021
2 C -1.31 -0.04 0.19  0.212
3 C -1.70 -1.45 0.07  -1.008
4 C 0.34 1.80 0.25  -0.719
5 N 1.22 -1.23 -0.12  -0.144
6 N -0.11 0.43 0.01  -0.147
7 H 3.14 -1.59 -0.54  0.312
8 H 2.90 0.07 -0.57  0.220
9 H -2.11 0.71 0.44  0.409
10 H -1.04 -1.82 -0.76  0.332
11 H -1.12 -1.89 0.88  0.326
12 H -2.75 -1.69 -0.06  0.344
13 H -0.06 2.34 -0.58  0.377
14 H 1.47 1.89 0.09  0.194
15 H 0.21 2.25 1.30  0.316

=====

The following is a quantum chemistry calculation of a gas-phase ion, C4H9N2 (charge +1), from the OMol25 dataset.

**E_LUMO (spin up / spin down)**: -4.9 / -4.7 eV
**Orbital gap (spin up / spin down)**: 6.4 / 6.8 eV
**E**: -7262.8448 eV
**Energy above the lowest of the compared OMol25 structures with the same formula, charge and spin**: 122.2 kcal/mol
**HOMO (spin up / spin down)**: -0.4126 / -0.4220 Eh
**Total charge**: +1

Each line ends with the Mulliken charge.
Geometry (Å):
1 C -0.36 -0.12 -1.24  -0.664
2 C 0.14 -0.49 0.11  0.292
3 C 1.25 0.35 0.64  -0.102
4 C -1.39 -0.36 0.56  -0.739
5 N 2.08 -0.14 1.55  -0.276
6 N -1.78 0.06 -0.84  -0.155
7 H 0.19 0.80 -1.63  0.288
8 H -0.37 -0.94 -1.91  0.279
9 H 0.44 -1.53 0.16  0.243
10 H 1.27 1.34 0.23  0.354
11 H -1.76 0.41 1.28  0.214
12 H 2.40 0.53 2.17  0.273
13 H 1.90 -1.13 1.68  0.284
14 H -2.23 1.04 -0.80  0.370
15 H -2.68 -0.44 -1.13  0.339

=====

The following is a quantum chemistry calculation of 2 unconnected molecules or ions with the total composition C4H9N2O, from the OMol25 dataset.

**E_LUMO (spin up / spin down)**: 0.8 / -2.4 eV
**Spin multiplicity**: 2
**Orbital gap (spin up / spin down)**: 9.6 / 6.3 eV
**E**: -9316.5519 eV
**Energy above the lowest of the compared OMol25 structures with the same formula, charge and spin**: 80.1 kcal/mol
**Expectation value of S²**: 0.7542
**HOMO (spin up / spin down)**: -0.3217 / -0.3211 Eh

Each line ends with the Mulliken charge.
Geometry (Å):
1 N 2.73 -2.12 -0.01  -0.619
2 C 2.32 -0.84 0.66  -0.358
3 O 1.13 -0.27 0.27  -0.347
4 H 2.07 -2.85 0.23  0.266
5 H 2.70 -2.00 -1.04  0.249
6 H 2.32 -1.18 1.71  0.347
7 H 3.17 -0.13 0.54  0.321
8 C -2.23 1.44 0.28  -0.055
9 C -1.28 1.15 1.23  -0.480
10 C -1.34 0.42 -1.61  -0.007
11 N -2.40 0.72 -0.94  -0.423
12 H -2.76 2.40 0.32  0.298
13 H -0.31 0.67 0.96  0.229
14 H -1.45 1.60 2.18  0.248
15 H -1.52 0.16 -2.66  0.277
16 H -0.37 0.27 -1.10  0.052

=====

The following is a quantum chemistry calculation of 3 unconnected molecules or ions with the total composition C4H9N2O, from the OMol25 dataset.

**E_LUMO**: -4.3 eV
**Orbital gap**: 10.1 eV
**E**: -9312.9640 eV
**Energy above the lowest of the compared OMol25 structures with the same formula, charge and spin**: 70.4 kcal/mol
**HOMO**: -0.5269 Eh
**Total charge**: +1

Each line ends with the Mulliken charge.
Geometry (Å):
1 C -4.99 -0.73 0.78  -0.001
2 C -1.32 1.30 -0.48  -0.506
3 C -0.26 0.41 -1.07  -0.327
4 C -1.42 -0.14 -0.49  0.415
5 N -2.10 -1.13 -0.07  -0.099
6 N 2.06 -0.27 0.62  -0.820
7 O -5.98 -0.32 1.11  -0.057
8 H 0.00 0.46 -2.13  0.273
9 H -1.24 1.81 0.46  0.260
10 H -2.01 1.84 -1.11  0.275
11 H 0.69 0.30 -0.50  0.329
12 H -1.79 -2.04 -0.21  0.270
13 H -2.94 -0.88 0.46  0.215
14 H 2.46 0.48 1.22  0.262
15 H 2.89 -0.88 0.64  0.266
16 H 1.38 -0.63 1.28  0.245

=====

The following is a quantum chemistry calculation of a gas-phase ion, C4H9N2O (charge +1), from the OMol25 dataset.

**E_LUMO**: -4.0 eV
**SMILES**: C[C@@H]1C(=O)N[C@H]1[NH3+]
**Orbital gap**: 9.7 eV
**E**: -9313.2881 eV
**Energy above the lowest of the compared OMol25 structures with the same formula, charge and spin**: 62.9 kcal/mol
**HOMO**: -0.5026 Eh
**Total charge**: +1

Each line ends with the Mulliken charge.
Geometry (Å):
1 C -0.36 2.14 -0.02  -1.290
2 C -0.56 0.64 -0.32  -0.333
3 C -2.12 -0.16 -0.04  0.298
4 O -3.24 0.11 -0.29  -0.443
5 N -1.40 -1.21 0.43  -0.146
6 C -0.11 -0.72 0.51  0.096
7 N 0.78 -1.57 -0.39  -0.327
8 H -1.00 2.80 -0.60  0.343
9 H 0.62 2.46 -0.33  0.392
10 H -0.34 2.36 1.13  0.284
11 H -0.36 0.42 -1.34  0.457
12 H -1.76 -2.03 0.94  0.239
13 H 0.39 -0.53 1.50  0.355
14 H 1.11 -0.93 -1.17  0.371
15 H 0.20 -2.35 -0.71  0.360
16 H 1.54 -2.06 0.06  0.344

=====

The following is a quantum chemistry calculation of a molecular structure, C4H9N2O, from the OMol25 dataset.

**E_LUMO**: -3.4 eV
**Orbital gap**: 11.1 eV
**E**: -9312.6069 eV
**Energy above the lowest of the compared OMol25 structures with the same formula, charge and spin**: 78.6 kcal/mol
**HOMO**: -0.5347 Eh
**Total charge**: +1

Each line ends with the Mulliken charge.
Geometry (Å):
1 C 1.97 1.20 -0.29  -1.144
2 C -3.56 0.03 -0.16  -0.196
3 C 1.51 -0.23 -0.47  0.290
4 C -1.21 -0.31 0.37  0.175
5 N 1.78 -0.96 0.57  -0.266
6 N -2.43 0.02 0.29  -0.049
7 O -0.32 0.05 -0.39  -0.504
8 H 3.05 1.18 -0.75  0.313
9 H 1.29 1.86 -0.80  0.343
10 H -4.35 0.65 0.05  0.291
11 H -3.86 -0.63 -0.92  0.246
12 H 1.51 -0.77 -1.41  0.350
13 H -1.10 -0.91 1.34  0.317
14 H 1.72 -2.00 0.53  0.263
15 H 2.13 -0.54 1.30  0.161
16 H 1.86 1.38 0.75  0.411

=====

The following is a quantum chemistry calculation of a molecular structure, C4H9N2O, from the OMol25 dataset.

**E_LUMO (spin up / spin down)**: -4.6 / -4.6 eV
**Orbital gap (spin up / spin down)**: 8.2 / 8.2 eV
**E**: -9311.0668 eV
**Energy above the lowest of the compared OMol25 structures with the same formula, charge and spin**: 114.1 kcal/mol
**HOMO (spin up / spin down)**: -0.4697 / -0.4697 Eh
**Total charge**: +1

Each line ends with the Mulliken charge.
Geometry (Å):
1 C 1.52 0.04 -0.61  -0.046
2 C -1.60 -0.99 0.52  -0.315
3 C -1.92 0.37 1.02  -0.268
4 C -0.29 -0.83 1.10  -0.011
5 N 1.66 -0.34 -1.81  -0.322
6 N 1.60 1.38 -0.34  -0.372
7 O -0.57 0.39 1.56  -0.247
8 H -2.20 -1.88 0.82  0.352
9 H -1.31 -0.95 -0.51  0.191
10 H -1.94 1.25 0.40  0.243
11 H -2.61 0.51 1.83  0.266
12 H 0.67 -1.29 1.11  0.564
13 H 1.42 -1.37 -1.94  0.278
14 H 2.15 0.05 -2.65  0.214
15 H 1.60 1.73 0.68  0.268
16 H 1.82 1.93 -1.17  0.204

=====

The following is a quantum chemistry calculation of 2 unconnected molecules or ions with the total composition C4H9N2O, from the OMol25 dataset.

**E_LUMO**: -3.0 eV
**Orbital gap**: 11.0 eV
**E**: -9310.6233 eV
**Energy above the lowest of the compared OMol25 structures with the same formula, charge and spin**: 124.4 kcal/mol
**HOMO**: -0.5146 Eh
**Total charge**: +1

Each line ends with the Mulliken charge.
Geometry (Å):
1 C -1.72 0.22 1.33  -0.270
2 C -0.98 1.04 0.30  -0.022
3 C 1.18 -1.15 -2.36  -0.878
4 C 1.25 -0.61 -0.96  0.314
5 N 1.60 -0.54 0.13  0.568
6 N -0.43 0.84 1.64  -0.095
7 O 1.77 -0.44 1.30  -0.788
8 H -2.59 0.60 1.82  0.305
9 H -1.72 -0.87 1.17  0.251
10 H -1.37 2.09 0.17  0.273
11 H 1.18 -2.20 -2.47  0.313
12 H 2.10 -0.87 -2.91  0.297
13 H 0.33 -0.56 -2.85  0.285
14 H -0.54 0.57 -0.57  -0.097
15 H -0.40 1.61 2.31  0.306
16 H 0.34 0.28 1.95  0.237